C7H14I2N2 as an isolated structure. Source: OMol25; level of theory: ωB97M-V/def2-TZVPD.

Values from the calculation:
HOMO-LUMO gap: 8.66 eV
electronic energy: -26664.720 eV
LUMO: -0.24 eV
HOMO: -8.89 eV
M: 380.0 g/mol

ORCA input file:
```
! RIJCOSX wB97M-V def2-TZVPD def2/J DEFGRID3
* xyz 0 1
C -0.123 -1.756 -0.302
C 0.691 0.143 -1.646
C 1.036 -0.680 -0.356
C 1.311 -0.238 2.211
C 2.190 1.354 0.478
C 1.077 0.323 0.782
C -3.983 0.279 -0.908
N -0.811 -1.496 -1.600
N -0.371 -0.607 -2.269
I -3.409 2.394 -0.843
I -5.454 -0.423 0.485
H 0.210 -2.710 -0.376
H -0.722 -1.665 0.638
H 0.310 1.184 -1.480
H 1.533 0.168 -2.334
H 2.000 -1.155 -0.361
H 2.454 -0.334 2.517
H 0.844 -1.219 2.545
H 0.771 0.501 2.925
H 3.169 1.081 0.268
H 2.373 1.804 1.510
H 2.080 2.240 -0.200
H 0.136 0.936 0.965
H -4.366 0.007 -1.887
H -2.948 -0.130 -0.762
*
```

Atomic partial charges in e from the Löwdin method, atoms 1 to 8: C -0.11; C -0.16; C -0.25; C -0.11; C -0.10; C -0.43; C -1.16; N -0.01

---

A 2-piece molecular cluster, C7H14INO overall. Source: OMol25; level of theory: ωB97M-V/def2-TZVPD.

Values from the calculation:
HOMO-LUMO gap (spin up / spin down): 8.36 / 8.36 eV
energy relative to the best compared isomer or geometry (same formula, charge and spin): 84.2 kJ/mol
electronic energy: -19121.660 eV
LUMO (spin up / spin down): 0.43 / 0.43 eV
HOMO (spin up / spin down): -7.93 / -7.93 eV
M: 255.1 g/mol

ORCA input file:
```
! RIJCOSX wB97M-V def2-TZVPD def2/J DEFGRID3
* xyz 0 1
C 0.347 2.611 0.057
C -0.287 3.343 1.134
C 0.851 -2.667 -0.679
C -1.118 -0.949 -1.270
C -0.352 -1.332 1.114
C 1.332 0.460 -0.556
C -0.020 -1.432 -0.348
N 0.722 1.313 0.372
O 0.605 3.244 -0.973
I 3.371 0.027 -0.201
H 0.320 4.321 1.266
H -1.361 3.606 0.919
H -0.220 2.766 2.088
H 0.455 -3.247 -1.496
H 1.897 -2.608 -0.958
H 0.656 -3.318 0.188
H -1.532 -1.844 -1.855
H -0.671 -0.221 -2.039
H -1.986 -0.404 -0.822
H -1.176 -2.049 1.178
H 0.476 -1.634 1.831
H -0.662 -0.353 1.461
H 1.351 0.943 -1.489
H 0.584 0.913 1.327
*
```

Atomic partial charges in e from the Löwdin method, atoms 1 to 8: C -0.56; C -0.03; C -0.08; C -0.09; C -0.11; C -0.67; C -0.37; N -0.06

---

C7H14LaPS as an isolated structure. Source: OMol25; level of theory: ωB97M-V/def2-TZVPD.

Values from the calculation:
HOMO-LUMO gap (spin up / spin down): 4.64 / 4.85 eV
energy relative to the best compared isomer or geometry (same formula, charge and spin): 0.0 kJ/mol
electronic energy: -28461.218 eV
LUMO (spin up / spin down): -1.00 / -0.77 eV
HOMO (spin up / spin down): -5.64 / -5.62 eV
M: 300.1 g/mol

ORCA input file:
```
! RIJCOSX wB97M-V def2-TZVPD def2/J DEFGRID3
* xyz 0 1
C -0.718 0.329 -1.586
C -1.333 1.353 -2.363
C -0.332 2.281 -2.760
C 0.924 1.834 -2.252
C 0.719 0.626 -1.525
La 0.388 -1.844 1.095
P -0.022 -4.638 0.123
H -1.211 -0.556 -1.162
H -2.397 1.415 -2.575
H -0.512 3.177 -3.352
H 1.497 0.000 -1.057
H 1.883 2.334 -2.390
H 0.936 -5.353 -0.673
H -1.176 -4.967 -0.672
H -0.189 -5.652 1.136
C -0.899 2.012 2.074
S -0.655 0.208 2.047
C 1.226 0.073 2.361
H -1.129 2.347 1.055
H -0.001 2.506 2.459
H -1.750 2.212 2.740
H 1.475 1.068 2.740
H 1.445 -0.705 3.129
H 1.832 -0.060 1.409
*
```

Atomic partial charges in e from the Löwdin method, atoms 1 to 8: C -0.26; C -0.21; C -0.19; C -0.20; C -0.25; La 0.95; P 0.47; H 0.01

---

A 2-piece molecular cluster, C7H14N overall. Source: OMol25; level of theory: ωB97M-V/def2-TZVPD.

Values from the calculation:
HOMO-LUMO gap: 6.36 eV
energy relative to the best compared isomer or geometry (same formula, charge and spin): 494.7 kJ/mol
electronic energy: -8963.950 eV
LUMO: -6.54 eV
HOMO: -12.90 eV
M: 112.2 g/mol

ORCA input file:
```
! RIJCOSX wB97M-V def2-TZVPD def2/J DEFGRID3
* xyz 1 1
C -0.845 -0.628 -1.741
C 0.001 -0.466 -0.486
C -0.465 0.455 0.563
C 0.704 0.888 -0.343
C 2.085 0.805 0.313
C 2.405 -0.343 1.081
C 2.896 -0.511 -0.216
N -3.661 -0.045 1.208
H -0.228 -0.444 -2.622
H -1.669 0.076 -1.717
H -1.210 -1.640 -1.832
H 0.522 -1.396 -0.291
H -1.420 0.967 0.505
H -0.087 0.458 1.578
H 0.580 1.812 -0.901
H 2.484 1.807 0.270
H 3.138 -0.413 1.892
H 3.989 -0.629 -0.144
H 2.748 -0.540 -1.294
H -3.945 -1.012 1.317
H -4.372 0.471 0.713
H -3.650 0.326 2.147
*
```

Atomic partial charges in e from the Löwdin method, atoms 1 to 8: C -0.04; C -0.29; C -0.05; C -0.18; C -0.10; C 0.15; C 0.07; N 0.02

---

An isolated ion of composition C7H14N and charge +1. Source: OMol25; level of theory: ωB97M-V/def2-TZVPD.

Values from the calculation:
HOMO-LUMO gap: 11.07 eV
energy relative to the best compared isomer or geometry (same formula, charge and spin): 0.0 kJ/mol
electronic energy: -8969.078 eV
LUMO: -3.56 eV
HOMO: -14.64 eV
M: 112.2 g/mol

ORCA input file:
```
! RIJCOSX wB97M-V def2-TZVPD def2/J DEFGRID3
* xyz 1 1
C 0.216 -0.733 -0.766
C 1.397 0.172 -0.648
C -0.607 1.379 -0.333
C -0.203 -0.036 1.561
C -0.784 -0.051 0.165
C 0.822 1.482 0.001
C 0.740 1.173 1.499
N 1.999 1.028 2.242
H -0.187 -0.630 -1.755
H 0.316 -1.779 -0.459
H 2.174 -0.316 -0.012
H 1.904 0.319 -1.585
H -0.906 1.417 -1.377
H -1.255 2.105 0.055
H 0.444 -0.872 1.787
H -0.938 0.124 2.331
H -1.760 -0.518 0.057
H 1.299 2.428 -0.368
H 0.182 2.007 1.951
H 2.128 1.896 2.822
H 1.906 0.224 2.794
H 2.754 0.823 1.682
*
```

Atomic partial charges in e from the Löwdin method, atoms 1 to 8: C -0.15; C -0.13; C -0.13; C -0.08; C -0.27; C -0.23; C -0.27; N 0.27

---

An isolated ion of composition C7H14N and charge +1. Source: OMol25; level of theory: ωB97M-V/def2-TZVPD.

Values from the calculation:
HOMO-LUMO gap: 9.17 eV
energy relative to the best compared isomer or geometry (same formula, charge and spin): 97.0 kJ/mol
electronic energy: -8968.072 eV
LUMO: -3.42 eV
HOMO: -12.59 eV
M: 112.2 g/mol

ORCA input file:
```
! RIJCOSX wB97M-V def2-TZVPD def2/J DEFGRID3
* xyz 1 1
C -1.109 0.231 -1.702
C -1.098 0.219 -0.150
C 0.247 0.175 0.459
C 0.921 1.138 1.112
C 0.630 2.577 1.260
C 0.228 -2.202 1.294
C 0.812 -1.221 0.641
N -0.341 -0.948 -2.181
H -0.672 1.138 -2.129
H -2.113 0.272 -2.122
H -1.796 -0.502 0.263
H -1.631 1.183 -0.005
H 1.870 0.813 1.533
H -0.113 2.972 0.570
H 0.250 2.703 2.294
H 1.523 3.201 1.302
H -0.677 -2.144 1.903
H 0.562 -3.224 1.260
H 1.807 -1.300 0.221
H 0.608 -0.993 -1.792
H -0.685 -1.823 -1.778
H -0.252 -1.028 -3.196
*
```

Atomic partial charges in e from the Löwdin method, atoms 1 to 8: C -0.13; C -0.14; C -0.28; C -0.09; C -0.07; C 0.03; C -0.18; N 0.19

---

An isolated ion of composition C7H14N and charge +2. Source: OMol25; level of theory: ωB97M-V/def2-TZVPD.

Values from the calculation:
HOMO-LUMO gap (spin up / spin down): 8.78 / 6.81 eV
energy relative to the best compared isomer or geometry (same formula, charge and spin): 207.4 kJ/mol
electronic energy: -8954.963 eV
LUMO (spin up / spin down): -10.58 / -12.55 eV
HOMO (spin up / spin down): -19.36 / -19.36 eV
expectation value of S²: 0.76
M: 112.2 g/mol

ORCA input file:
```
! RIJCOSX wB97M-V def2-TZVPD def2/J DEFGRID3
* xyz 2 2
C 1.926 0.084 0.706
C 0.999 0.890 -0.275
C -0.294 0.240 -0.664
C -0.441 -0.147 -2.079
C -2.289 -0.868 0.069
C -1.304 0.048 0.305
C -1.301 0.854 1.592
N 2.160 -1.275 0.346
H 1.463 0.080 1.704
H 2.889 0.583 0.822
H 1.584 1.115 -1.160
H 0.813 1.837 0.239
H 0.224 -0.979 -2.358
H -0.125 0.699 -2.702
H -2.292 -1.474 -0.830
H -3.060 -1.038 0.813
H -2.216 0.668 2.149
H -1.218 1.926 1.400
H -0.486 0.568 2.259
H 3.060 -1.548 -0.062
H -1.463 -0.399 -2.332
H 1.373 -1.864 0.060
*
```

Atomic partial charges in e from the Löwdin method, atoms 1 to 8: C -0.11; C -0.06; C -0.12; C 0.02; C 0.29; C -0.25; C 0.00; N 0.35

---

A 2-piece molecular cluster, C7H14N2 overall. Source: OMol25; level of theory: ωB97M-V/def2-TZVPD.

Values from the calculation:
HOMO-LUMO gap: 9.45 eV
energy relative to the best compared isomer or geometry (same formula, charge and spin): 32.5 kJ/mol
electronic energy: -10466.030 eV
LUMO: 0.83 eV
HOMO: -8.61 eV
M: 126.2 g/mol

ORCA input file:
```
! RIJCOSX wB97M-V def2-TZVPD def2/J DEFGRID3
* xyz 0 1
C 0.605 3.472 -1.495
C 1.524 0.024 -1.547
C 0.679 1.980 -1.539
C -0.316 1.139 -1.961
N 1.832 1.278 -1.350
N 0.238 -0.120 -1.932
H 2.171 -0.822 -1.528
H -0.204 -0.926 -2.340
H -1.370 1.336 -2.030
H -0.232 3.868 -0.915
H 0.624 3.962 -2.467
H 1.478 3.807 -0.934
C -0.311 -1.560 2.281
C 0.291 -2.301 1.113
C -1.828 -1.351 2.180
H -0.072 -1.935 3.282
H 0.194 -0.586 2.341
H 0.168 -1.738 0.181
H -2.321 -2.313 2.305
H -2.100 -0.695 3.013
H -0.305 -3.186 0.863
H 1.349 -2.545 1.193
H -2.094 -0.787 1.286
*
```

Atomic partial charges in e from the Löwdin method, atoms 1 to 8: C -0.05; C -0.22; C -0.37; C -0.07; N 0.10; N 0.03; H 0.11; H 0.15

---

One molecule with the formula C7H14N2. Source: OMol25; level of theory: ωB97M-V/def2-TZVPD.

Values from the calculation:
HOMO-LUMO gap: 8.82 eV
energy relative to the best compared isomer or geometry (same formula, charge and spin): 268.9 kJ/mol
electronic energy: -10463.580 eV
LUMO: 1.06 eV
HOMO: -7.76 eV
M: 126.2 g/mol

ORCA input file:
```
! RIJCOSX wB97M-V def2-TZVPD def2/J DEFGRID3
* xyz 0 1
C -0.703 -1.671 -0.379
C -0.858 0.934 0.607
C 0.232 -1.002 -1.352
C 1.309 0.468 1.618
C -0.445 -2.745 0.437
N 0.031 -0.078 1.185
N -0.234 0.339 -1.697
C -0.348 1.350 -0.755
C -0.038 2.623 -1.018
H 0.084 0.672 -2.595
H -1.741 -1.527 -0.666
H -0.953 1.818 1.254
H -1.828 0.444 0.488
H 1.223 -0.969 -0.887
H 0.280 -1.590 -2.275
H 1.801 0.953 0.775
H 1.944 -0.345 1.969
H 1.186 1.234 2.393
H -0.339 -0.780 1.895
H 0.577 -3.009 0.666
H -1.232 -3.461 0.628
H -0.161 3.391 -0.275
H 0.213 2.951 -2.015
*
```

Atomic partial charges in e from the Löwdin method, atoms 1 to 8: C -0.21; C -0.17; C -0.20; C -0.12; C -0.02; N -0.18; N 0.00; C -0.38

---

A 2-piece molecular cluster, C7H14N2 overall. Source: OMol25; level of theory: ωB97M-V/def2-TZVPD.

Values from the calculation:
HOMO-LUMO gap: 9.27 eV
energy relative to the best compared isomer or geometry (same formula, charge and spin): 304.7 kJ/mol
electronic energy: -10463.209 eV
LUMO: 0.88 eV
HOMO: -8.38 eV
M: 126.2 g/mol

ORCA input file:
```
! RIJCOSX wB97M-V def2-TZVPD def2/J DEFGRID3
* xyz 0 1
C 2.228 -0.125 -1.191
C 2.494 -0.891 -2.611
C 2.812 -1.085 -0.201
H 2.784 0.882 -1.196
H 1.110 0.072 -1.065
H 3.032 -1.719 -2.679
H 2.243 -1.971 -0.209
H 3.835 -1.481 -0.196
H 2.878 -0.065 -3.383
H 1.593 -1.062 -3.128
H 2.676 -0.658 0.838
C -2.892 2.360 1.794
C -2.923 -0.149 1.533
C -2.224 1.052 1.519
C -0.970 -0.280 0.306
N -1.968 -1.057 1.059
N -1.099 0.981 0.713
H -3.840 -0.229 2.068
H -2.181 -2.000 1.106
H -2.514 2.572 2.740
H -4.123 2.399 1.643
H -0.395 -0.670 -0.581
H -2.559 3.126 1.124
*
```

Atomic partial charges in e from the Löwdin method, atoms 1 to 8: C -0.27; C -0.10; C -0.18; H 0.12; H 0.06; H 0.00; H 0.04; H 0.08

---

Question: What is the formula in the third record?
Answer: C7H14LaPS

---

Repeat the fifth record exactly.
An isolated ion of composition C7H14N and charge +1. Source: OMol25; level of theory: ωB97M-V/def2-TZVPD.

Values from the calculation:
HOMO-LUMO gap: 11.07 eV
energy relative to the best compared isomer or geometry (same formula, charge and spin): 0.0 kJ/mol
electronic energy: -8969.078 eV
LUMO: -3.56 eV
HOMO: -14.64 eV
M: 112.2 g/mol

ORCA input file:
```
! RIJCOSX wB97M-V def2-TZVPD def2/J DEFGRID3
* xyz 1 1
C 0.216 -0.733 -0.766
C 1.397 0.172 -0.648
C -0.607 1.379 -0.333
C -0.203 -0.036 1.561
C -0.784 -0.051 0.165
C 0.822 1.482 0.001
C 0.740 1.173 1.499
N 1.999 1.028 2.242
H -0.187 -0.630 -1.755
H 0.316 -1.779 -0.459
H 2.174 -0.316 -0.012
H 1.904 0.319 -1.585
H -0.906 1.417 -1.377
H -1.255 2.105 0.055
H 0.444 -0.872 1.787
H -0.938 0.124 2.331
H -1.760 -0.518 0.057
H 1.299 2.428 -0.368
H 0.182 2.007 1.951
H 2.128 1.896 2.822
H 1.906 0.224 2.794
H 2.754 0.823 1.682
*
```

Atomic partial charges in e from the Löwdin method, atoms 1 to 8: C -0.15; C -0.13; C -0.13; C -0.08; C -0.27; C -0.23; C -0.27; N 0.27